(1)
The following is a quantum chemistry calculation of 7 unconnected molecules or ions with the total composition C18H48N15O9 in a non-equilibrium geometry, from the Open Molecules 2025 dataset.

The charge is +1. As for the molar mass: 618.678 g mol⁻¹. The value obtained for the total energy is -60224.4446 eV.

```
90
Properties=species:S:1:pos:R:3:forces:R:3
O -2.669548 -2.689662 5.271342 0.360 -0.044 0.068
H 8.787464 -3.782896 -5.787673 -0.011 -0.033 0.003
O -0.833700 -2.955368 0.416356 -0.701 0.351 -0.013
N 8.866974 -2.895346 -5.330408 -0.111 0.073 0.021
H 1.724082 6.378316 1.563904 -0.023 -0.043 0.000
N -5.324023 4.530132 1.615630 0.098 -0.100 -0.057
N -3.365018 4.535924 0.374042 -0.152 -0.015 -0.053
H -0.677664 -3.294835 7.676607 -0.019 -0.001 0.039
H 0.950273 -2.031741 -3.910896 -0.235 0.171 0.002
O -3.906912 2.754987 1.652056 -0.001 -0.049 -0.019
C 1.269700 0.960339 -2.627995 -0.534 0.187 -0.246
H -1.590889 -3.201543 -1.507927 -0.033 0.190 0.084
C -1.795445 -1.024197 2.404451 0.011 0.163 0.205
H 0.476135 1.222082 1.348252 -0.156 -0.022 0.073
O -0.098742 3.501257 -0.153248 0.046 -2.540 -0.356
C -2.176947 -2.606774 6.394958 -0.265 0.017 0.040
H 6.005590 -2.724226 -3.880848 -0.015 0.007 0.067
H -2.308395 1.473642 -0.058646 0.001 -0.155 -0.016
C -2.143759 1.590733 -1.131589 -0.169 0.757 -0.142
H 5.953688 2.564604 -5.840435 0.040 0.008 0.003
N -7.253081 -4.611950 4.193350 0.094 0.039 0.022
C 0.049372 7.511060 1.009516 -0.020 -0.003 0.021
C 1.010329 1.486828 0.437375 0.273 0.179 -0.209
H 1.838897 2.133886 0.719457 0.023 -0.065 0.056
H 1.236415 1.939894 -3.102879 0.261 -0.033 0.023
H -7.097627 -5.311540 3.494582 0.025 -0.015 -0.025
H 2.655929 0.100212 -3.897770 0.466 0.508 0.124
H 4.243403 2.413472 -5.683187 -0.042 0.066 -0.016
H -3.516968 -1.257920 7.086086 -0.075 -0.055 -0.007
N -0.704443 1.727157 -1.466813 0.443 -0.713 0.910
C -2.100564 -3.081956 0.937868 -1.757 -1.613 -1.349
H 6.616190 -3.990869 -4.886539 0.027 -0.037 0.007
N 1.672387 -0.046278 -3.641071 0.253 -0.545 0.034
C -2.263496 -2.474779 2.299887 -0.075 -0.046 -0.269
H -1.497132 6.546747 0.135137 -0.071 0.102 0.006
H -0.556401 -0.694169 -0.633937 -0.104 0.011 0.129
H -3.560873 5.445418 0.003075 -0.092 0.030 0.036
N -2.697158 -1.780305 7.336706 0.108 0.048 -0.058
H -8.185882 -4.437175 4.512468 -0.034 0.021 0.030
H 0.569986 -3.599255 -2.538769 -0.021 -0.061 0.013
H -2.515280 4.071846 0.112545 0.131 0.091 0.052
H 1.397937 -3.537314 -0.992135 0.042 -0.030 -0.060
H -2.328722 -1.696087 8.264246 -0.001 -0.035 0.036
H -2.679820 2.492283 -1.429680 -0.011 -0.094 -0.061
H -3.322010 -2.545637 2.533468 -0.008 -0.098 0.018
N 1.297148 7.282974 1.531181 -0.048 0.007 -0.052
O -0.452831 8.620428 0.985632 0.035 -0.071 -0.017
N -0.270354 -0.724977 -1.601626 -0.033 -0.031 -0.184
H -0.743023 -4.576752 -0.834776 -0.115 0.008 -0.051
H -5.563547 5.447690 1.293700 0.030 0.040 -0.001
H 1.994489 0.955901 -1.821036 0.116 -0.025 -0.203
H 2.494351 -1.908639 -3.084300 -0.028 0.036 -0.189
C 0.579060 -3.100785 -1.566597 0.045 0.162 0.443
C 1.497672 -1.471794 -3.157213 0.387 -0.118 0.235
H 6.625208 0.769492 -2.873469 0.092 -0.191 -0.058
H 1.390038 0.572766 -0.008819 -0.116 -0.033 0.065
H -0.214390 5.472378 0.530401 0.072 -0.012 0.021
O 4.265249 1.112301 -3.563216 -0.458 -0.354 -0.162
H -4.791146 -4.818582 3.600741 -0.036 -0.014 -0.023
H -2.471947 -0.461169 3.047602 0.045 -0.053 -0.026
C 0.883297 -1.590977 -1.760751 0.088 -0.111 -0.087
N -4.987073 -4.125148 4.296730 -0.036 0.135 0.107
C -0.157589 0.613388 -2.203458 0.097 -0.086 0.030
N -0.586457 6.403802 0.519172 0.126 0.056 0.011
O -6.472237 -3.015307 5.601591 0.009 -0.056 -0.051
N 5.160758 2.219100 -5.333976 -0.045 -0.196 0.143
H -0.800977 -0.945717 2.843439 0.067 -0.004 -0.159
N 6.737447 -3.096674 -4.451892 0.074 0.088 -0.095
H 1.685537 -1.332667 -1.053573 -0.053 0.067 0.039
C 7.880286 -2.347820 -4.564923 0.109 -0.107 0.008
H 1.788712 8.072577 1.902381 0.003 0.046 0.025
C -4.188677 3.871992 1.245082 0.107 0.015 -0.037
C 5.269515 1.516580 -4.172754 0.305 0.204 -0.077
C 0.069195 2.297440 -0.417104 -0.736 2.442 0.057
H -1.733817 -3.096938 3.021762 -0.050 -0.020 -0.010
O 8.005017 -1.266258 -4.011776 -0.092 0.003 0.012
N 6.514871 1.302497 -3.714996 -0.372 0.264 0.099
N -1.088647 -3.340861 6.764281 -0.012 0.124 -0.041
H -2.565043 0.746418 -1.670641 0.054 -0.073 0.028
H 1.128672 0.080257 -4.490153 -0.158 0.107 -0.002
H -1.804301 -0.534378 1.430505 0.030 0.094 -0.061
H 9.718159 -2.374802 -5.423410 0.044 0.017 0.012
H -5.938145 4.060174 2.252825 -0.024 -0.027 0.035
H -4.230215 -3.579329 4.694689 -0.063 -0.125 -0.090
H 7.337886 1.619721 -4.190117 0.058 -0.117 -0.068
H -0.740307 0.570160 -3.133637 -0.061 0.183 -0.039
C -0.731691 -3.486742 -0.906667 0.197 -0.437 -0.251
C -6.247226 -3.862812 4.751318 0.001 0.026 0.019
O -2.994944 -3.688489 0.319316 2.389 1.609 1.509
H -0.702238 -3.969411 6.087611 -0.010 -0.050 -0.029
```
Positions in Å, forces in eV/Å.

Partial atomic charges computed with the Löwdin method, in multiples of e: atom 1 (O): -0.01, atom 2 (H): 0.10, atom 3 (O): -0.01, atom 4 (N): 0.16, atom 5 (H): 0.09, atom 6 (N): 0.16, atom 7 (N): 0.16, atom 8 (H): 0.10, atom 9 (H): 0.14, atom 10 (O): 0.01, atom 11 (C): -0.07, atom 12 (H): 0.13, atom 13 (C): -0.07, atom 14 (H): 0.10, atom 15 (O): 0.06, atom 16 (C): -0.64, atom 17 (H): 0.09, atom 18 (H): 0.08, atom 19 (C): -0.01, atom 20 (H): 0.11, atom 21 (N): 0.14, atom 22 (C): -0.68, atom 23 (C): 0.03, atom 24 (H): 0.10, atom 25 (H): 0.16, atom 26 (H): 0.09, atom 27 (H): 0.12, atom 28 (H): 0.10, atom 29 (H): 0.12, atom 30 (N): -0.06, atom 31 (C): -0.42, atom 32 (H): 0.09, atom 33 (N): 0.08, atom 34 (C): -0.15, atom 35 (H): 0.08, atom 36 (H): 0.11, atom 37 (H): 0.09, atom 38 (N): 0.17, atom 39 (H): 0.10, atom 40 (H): 0.12, atom 41 (H): 0.05, atom 42 (H): 0.13, atom 43 (H): 0.10, atom 44 (H): 0.08, atom 45 (H): 0.11, atom 46 (N): 0.14, atom 47 (O): 0.03, atom 48 (N): 0.07, atom 49 (H): 0.14, atom 50 (H): 0.10, atom 51 (H): 0.12, atom 52 (H): 0.14, atom 53 (C): -0.10, atom 54 (C): -0.05, atom 55 (H): 0.11, atom 56 (H): 0.05, atom 57 (H): 0.04, atom 58 (O): -0.03, atom 59 (H): 0.09, atom 60 (H): 0.09, atom 61 (C): -0.31, atom 62 (N): 0.16, atom 63 (C): -0.32, atom 64 (N): 0.16, atom 65 (O): 0.01, atom 66 (N): 0.17, atom 67 (H): 0.08, atom 68 (N): 0.15, atom 69 (H): 0.14, atom 70 (C): -0.67, atom 71 (H): 0.10, atom 72 (C): -0.67, atom 73 (C): -0.64, atom 74 (C): -0.41, atom 75 (H): 0.11, atom 76 (O): 0.01, atom 77 (N): 0.19, atom 78 (N): 0.16, atom 79 (H): 0.10, atom 80 (H): 0.18, atom 81 (H): 0.05, atom 82 (H): 0.11, atom 83 (H): 0.11, atom 84 (H): 0.05, atom 85 (H): 0.11, atom 86 (H): 0.16, atom 87 (C): -0.18, atom 88 (C): -0.68, atom 89 (O): 0.08, atom 90 (H): 0.10

(2)
The following is a quantum chemistry calculation of a molecular structure, C18H48N5O3PRuS2Si3, from the Open Molecules 2025 dataset.

The charge is 0. As for the molar mass: 663.050 g mol⁻¹. The multiplicity is 5. The value obtained for the total energy is -90217.3637 eV.

```
81
Properties=species:S:1:pos:R:3:forces:R:3
H 2.804895 -1.346245 -1.096795 0.007 0.070 0.085
N 1.273156 0.527908 -3.197085 0.014 -0.054 0.069
C 4.101949 0.080252 1.451393 0.004 -0.017 -0.017
H -0.423961 1.761330 -4.498488 0.018 0.033 0.019
H -3.146626 -4.619002 1.901117 0.015 -0.036 -0.011
H -3.846717 0.084947 2.120294 -0.016 0.020 -0.030
H 3.987352 1.567557 -3.713356 -0.009 0.000 0.022
H 0.220357 4.060504 2.506889 0.009 0.028 -0.011
H -2.653516 3.326790 0.161727 0.021 0.045 0.011
H -4.779725 -3.026160 -1.342170 0.006 0.020 0.017
N 3.368286 -0.437311 -3.335738 -0.115 -0.048 0.025
C 1.149755 2.955645 -0.592662 0.059 0.060 -0.135
H 3.128498 0.790042 -5.058376 -0.015 -0.020 -0.003
N -0.822507 1.317741 -3.690841 -0.032 -0.028 -0.055
O 2.748183 0.304893 1.153798 -0.045 0.028 0.013
H -3.445381 -3.371231 0.690615 0.010 0.018 0.000
H 2.723845 3.158630 1.621907 -0.012 0.020 0.030
H 2.770248 0.022413 4.203644 -0.007 0.012 -0.003
H 1.849449 2.118237 -0.650363 0.000 0.009 0.009
H -0.916662 1.133477 4.783261 0.018 -0.008 0.028
N -0.430656 0.399077 -1.595875 -0.199 0.019 -0.069
H 4.704273 0.980456 1.288176 -0.004 0.008 0.003
H -1.766330 -2.061813 2.233948 -0.043 0.016 -0.009
H 3.421127 2.409966 3.059905 0.017 0.009 -0.043
C -0.006582 0.931529 1.404941 0.010 -0.481 -0.126
H -0.995425 -3.673189 1.209887 0.093 0.079 -0.015
Si 1.646636 0.986682 2.232083 0.264 -0.129 -0.224
H -1.597672 2.475869 3.866162 -0.009 -0.018 0.034
C 2.479769 2.637243 2.548143 -0.050 0.218 0.182
H -2.362285 -1.406843 3.762125 0.022 -0.075 0.012
C -0.019613 0.724906 -2.763594 0.136 0.000 0.080
H 4.890264 -0.935030 -1.927952 -0.014 0.021 0.001
H 1.930972 3.320675 3.194340 0.026 -0.021 0.054
C -1.664309 1.399356 4.035730 -0.004 0.212 0.041
C 3.818987 0.619354 -4.231016 0.049 -0.011 -0.030
C 1.733787 0.099070 3.864463 0.014 -0.172 0.163
C -1.527680 -4.332601 0.528341 -0.067 0.021 -0.112
H 3.928463 -2.296289 -2.554550 -0.019 0.002 -0.011
N 2.022831 -0.810551 -1.444937 0.216 -0.015 0.119
C -3.003951 -4.354988 0.851078 -0.095 0.004 0.063
P -0.959930 -2.450024 -1.342420 -0.137 -0.124 0.279
C -4.244021 -2.924577 -2.285721 -0.031 -0.094 -0.038
C 4.378511 -1.337543 -2.810144 0.076 -0.017 -0.009
H 1.321318 -0.907823 3.823437 0.007 -0.002 0.014
S 1.195211 -2.354296 1.239129 -0.161 0.164 -0.121
C -1.907583 2.850270 -0.475404 -0.077 -0.003 -0.123
H 1.191589 0.669504 4.620114 0.007 -0.009 0.047
H -3.969359 -0.789478 -2.142062 -0.031 -0.018 0.035
H -3.047455 0.071604 0.552033 0.013 -0.004 0.001
H -1.423146 0.563819 -1.492470 0.005 0.026 0.012
H -1.083456 -5.323774 0.616258 -0.023 -0.018 0.031
H -1.706565 1.680591 -3.378587 0.002 -0.001 0.008
H -2.646356 1.187473 4.468971 0.009 0.010 -0.009
H -3.385833 1.609452 1.369688 -0.017 0.035 -0.001
H 0.812192 3.190195 -1.606409 0.020 0.001 -0.009
H 4.754369 0.299546 -4.682376 0.007 0.022 0.017
C -3.073721 0.577419 1.521496 -0.179 -0.030 -0.069
H 4.255251 -0.254475 2.482181 -0.011 0.006 0.004
H 1.697403 3.826634 -0.225237 -0.018 -0.002 -0.031
H -1.508072 3.955180 2.196948 0.006 0.011 -0.008
C -3.372099 -1.691851 -2.294163 0.102 0.115 0.067
H -1.648543 3.578344 -1.253103 -0.038 -0.032 -0.014
H 4.479488 -0.711139 0.796944 0.013 0.011 -0.006
H -2.424424 2.015667 -0.947186 0.013 -0.028 0.008
Ru 0.291225 -0.856272 -0.016703 0.184 0.250 -0.117
C -1.533269 -1.374441 3.047070 0.041 -0.163 0.036
H -3.648008 -3.823328 -2.447095 0.024 0.032 0.007
O -1.294828 -3.937113 -0.830947 0.152 -0.174 -0.010
H -0.632972 -1.738804 3.538552 -0.013 0.010 0.029
S -0.358414 -2.623353 -3.200199 0.008 -0.033 -0.063
H -2.835508 -1.600114 -3.240723 -0.020 -0.024 -0.027
H -4.978538 -2.851540 -3.090589 -0.002 -0.007 0.002
Si -0.316431 2.557054 0.532658 0.064 -0.096 -0.037
H 5.118954 -1.518210 -3.585348 -0.006 0.001 0.002
C -0.526138 4.000100 1.719612 -0.018 0.122 0.169
Si -1.458237 0.398447 2.457204 0.038 0.110 0.098
H -3.536967 -5.081327 0.236297 0.020 0.023 -0.026
O -2.404717 -1.685982 -1.227666 -0.227 0.059 -0.159
H 1.391942 0.622498 -4.190436 0.000 -0.016 -0.013
C 2.231742 -0.276107 -2.583318 -0.059 0.055 -0.153
H -0.488086 4.934447 1.149575 -0.013 -0.014 -0.002
```
Positions in Å, forces in eV/Å.

Partial atomic charges computed with the Löwdin method, in multiples of e: atom 1 (H): 0.04, atom 2 (N): 0.16, atom 3 (C): -0.16, atom 4 (H): 0.11, atom 5 (H): 0.08, atom 6 (H): 0.04, atom 7 (H): 0.10, atom 8 (H): 0.01, atom 9 (H): 0.02, atom 10 (H): 0.07, atom 11 (N): -0.15, atom 12 (C): -0.19, atom 13 (H): 0.08, atom 14 (N): 0.19, atom 15 (O): -0.39, atom 16 (H): 0.06, atom 17 (H): 0.03, atom 18 (H): 0.03, atom 19 (H): 0.01, atom 20 (H): 0.02, atom 21 (N): -0.01, atom 22 (H): 0.08, atom 23 (H): -0.01, atom 24 (H): 0.04, atom 25 (C): -0.53, atom 26 (H): 0.01, atom 27 (Si): 0.25, atom 28 (H): 0.01, atom 29 (C): -0.15, atom 30 (H): 0.04, atom 31 (C): -0.53, atom 32 (H): 0.09, atom 33 (H): 0.02, atom 34 (C): -0.17, atom 35 (C): -0.04, atom 36 (C): -0.16, atom 37 (C): -0.31, atom 38 (H): 0.10, atom 39 (N): 0.07, atom 40 (C): -0.08, atom 41 (P): 0.20, atom 42 (C): -0.08, atom 43 (C): -0.05, atom 44 (H): 0.00, atom 45 (S): 0.22, atom 46 (C): -0.19, atom 47 (H): 0.03, atom 48 (H): 0.11, atom 49 (H): 0.01, atom 50 (H): 0.04, atom 51 (H): 0.12, atom 52 (H): 0.11, atom 53 (H): 0.03, atom 54 (H): 0.02, atom 55 (H): 0.02, atom 56 (H): 0.09, atom 57 (C): -0.18, atom 58 (H): 0.08, atom 59 (H): 0.03, atom 60 (H): 0.02, atom 61 (C): -0.33, atom 62 (H): 0.03, atom 63 (H): 0.07, atom 64 (H): 0.00, atom 65 (Ru): 0.80, atom 66 (C): -0.20, atom 67 (H): 0.08, atom 68 (O): -0.38, atom 69 (H): 0.00, atom 70 (S): 0.24, atom 71 (H): 0.06, atom 72 (H): 0.08, atom 73 (Si): 0.39, atom 74 (H): 0.09, atom 75 (C): -0.18, atom 76 (Si): 0.34, atom 77 (H): 0.08, atom 78 (O): -0.42, atom 79 (H): 0.13, atom 80 (C): -0.43, atom 81 (H): 0.04